(1)
69
Properties=species:S:1:pos:R:3:forces:R:3 method="wB97M-V/def2-TZVPD" e_homo_ha="-0.0321 / -0.0363" homo_lumo_gap_ha="0.1963 / 0.2005" e_above_lowest_ev=0.077 charge=-2
H 3.742 -3.994 -1.971 -0.0038 -0.0045 0.0049
C -1.413 4.584 2.800 0.1073 -0.2244 0.0817
H 1.454 -1.251 2.495 0.0049 -0.0012 -0.0056
N 1.152 1.508 0.155 -1.0703 -0.0669 -0.3265
H -4.713 -3.154 0.010 0.0011 0.0049 0.0129
H 0.968 0.085 -1.953 -0.0172 0.0816 -0.0159
C 1.295 -1.827 -1.061 -0.2557 0.1334 0.0530
H 5.663 1.262 -0.180 -0.0168 -0.0019 0.0021
H -3.066 3.159 -2.881 -0.0050 0.0180 0.0080
S -1.893 -0.164 3.165 -0.3494 0.1015 -0.5552
O -0.453 0.322 3.192 -0.2182 -0.1069 -0.6224
H 1.444 -5.160 4.252 0.0045 -0.0037 0.0010
H 1.871 -3.778 -0.378 0.0191 0.0027 0.0074
C -2.637 -3.125 -2.658 0.2201 0.0736 0.0135
C -2.850 3.605 -1.916 -0.1362 0.2735 -0.0540
C -0.957 3.273 2.519 0.0174 0.1993 0.0060
O -2.796 0.764 3.816 0.1917 -0.1319 0.1730
H -0.459 2.712 3.299 -0.0036 0.0172 0.0115
Ir -0.402 0.789 0.911 1.1173 -0.5054 0.5455
C -2.172 2.893 -0.973 0.0804 -0.0316 0.1277
H -4.681 -3.719 -2.402 -0.0026 -0.0021 0.0030
C -1.138 2.679 1.290 0.1027 -0.0092 0.1824
C 2.349 2.459 -1.707 0.0609 -0.0276 -0.1654
H 3.479 3.206 -3.326 -0.0075 -0.0102 0.0086
C 2.258 1.760 -0.446 0.3173 -0.0940 0.2240
P -0.075 -1.515 0.130 0.5755 0.1830 0.6123
C 1.163 -2.294 2.464 -0.0239 0.0828 0.1325
C 0.327 -2.735 1.444 -0.0235 -0.0364 -0.1724
C 1.575 -0.809 -1.966 0.1490 0.0111 -0.2343
C -1.509 -2.298 -0.687 -0.0311 0.3127 -0.0549
H -2.410 6.329 2.065 0.0027 -0.0157 -0.0094
C -2.679 -2.493 0.048 -0.1544 -0.2018 0.0748
H -3.798 5.506 -2.395 0.0003 -0.0170 -0.0111
C -2.064 5.321 1.856 -0.0621 0.0184 -0.1412
H -1.842 1.882 -1.174 -0.0130 -0.0073 -0.0129
Cl 0.854 3.008 -2.426 0.0275 -0.0400 0.0219
C 4.756 2.262 -1.866 -0.1061 -0.0316 0.0472
H 2.206 -2.801 4.261 -0.0010 -0.0085 -0.0054
C 2.636 -0.922 -2.861 -0.2271 0.1346 0.0998
C -3.811 -3.009 -0.571 0.1191 0.0507 0.1164
C 1.141 -4.486 3.459 -0.0353 0.0312 -0.0545
H -3.324 6.498 -0.199 0.0038 -0.0095 0.0176
C 2.075 -2.979 -1.080 0.1852 -0.1177 -0.0129
Cl 3.655 0.546 1.583 -0.1291 0.0040 -0.0533
C 3.131 -3.098 -1.976 -0.1136 0.0312 0.0812
O -2.015 -1.540 3.627 0.0985 0.1135 -0.0201
C 3.416 -2.064 -2.859 0.1052 -0.1559 -0.0312
H 5.680 2.433 -2.401 -0.0088 0.0159 0.0144
H -0.598 -2.457 -2.622 -0.0256 0.0105 -0.0173
C 3.569 1.375 0.043 -0.0536 0.0553 0.0438
C -3.003 5.485 -0.424 0.0609 0.0234 0.1852
C 1.572 -3.167 3.463 -0.0242 -0.0015 -0.0248
C -3.792 -3.324 -1.923 -0.0895 -0.0252 -0.0106
C -1.860 3.436 0.305 -0.0084 -0.0486 -0.0159
C 3.528 2.682 -2.378 -0.0023 0.0273 -0.0165
C -1.500 -2.608 -2.041 -0.0905 -0.1620 -0.1853
C 0.298 -4.932 2.449 0.0277 0.1167 -0.0220
C -3.268 4.934 -1.640 0.0243 -0.2729 -0.1915
H -2.693 -2.234 1.100 -0.0381 0.0001 -0.0415
H -1.243 5.004 3.786 0.0173 -0.0293 -0.0038
H -0.762 -4.417 0.662 0.0047 0.0356 0.0118
C -0.103 -4.059 1.445 -0.0052 -0.1013 0.0193
H -2.613 -3.368 -3.714 0.0091 0.0117 -0.0095
O -2.157 -0.144 1.632 -0.3085 0.2706 0.1825
H -0.056 -5.956 2.445 -0.0023 -0.0057 -0.0002
H 4.256 -2.147 -3.540 -0.0072 0.0002 0.0202
H 2.864 -0.098 -3.526 -0.0161 -0.0012 0.0261
C 4.740 1.608 -0.631 0.0408 0.0249 -0.0635
C -2.310 4.756 0.582 -0.0092 0.0399 -0.0120

=====

(2)
53
Properties=species:S:1:pos:R:3:forces:R:3 method="wB97M-V/def2-TZVPD" e_homo_ha="-0.6858 / -0.6888" homo_lumo_gap_ha="0.2515 / 0.3970" spin_multiplicity=8 charge=+3
H 3.110 -2.049 0.784 -0.1865 0.0425 -0.3880
H -2.214 -1.719 -3.108 0.1768 0.2416 0.1095
O 2.443 0.030 -0.731 -0.1507 0.2684 0.0418
H -2.339 -1.750 1.525 0.1842 0.0162 0.0129
H 3.144 -3.213 -0.533 -0.2130 0.0391 -0.0511
H -0.995 -2.501 2.133 0.0176 -0.3743 0.0635
H -0.352 3.818 -1.682 0.1108 -0.0798 -0.1972
O -0.672 -1.463 -1.696 -0.2540 -0.0213 -0.0801
H 3.000 1.322 1.492 0.0924 -0.0802 -0.0357
H -2.281 3.295 -0.710 -0.1331 0.0013 0.0552
H -3.682 -0.023 -1.799 -0.0138 -0.4112 0.1218
H -1.513 -0.083 -2.902 -0.0730 0.0972 -0.1284
H 0.862 2.539 -2.051 -0.1961 0.1407 0.0390
S 0.745 0.282 2.897 -0.6193 -0.3521 -0.2322
H -1.753 0.200 5.416 -0.5018 -0.1803 0.4503
Gd 0.121 -0.106 0.233 0.4435 0.2562 -0.0443
O 1.337 2.076 0.606 0.7254 0.0669 -0.5257
C 0.723 -3.236 -1.070 0.7652 -0.2049 -0.4622
C 3.244 1.237 -0.629 0.4021 -0.2450 -0.6777
H 0.254 3.803 0.713 0.1207 -0.1434 -0.4093
C 2.730 -2.247 -0.233 0.2849 -0.2853 1.0030
C 0.179 2.946 -1.297 -0.2146 0.0393 0.1170
C -0.725 -0.158 3.701 0.9590 0.7705 0.4904
O -2.329 -0.008 -0.226 -0.1642 -0.0087 0.2368
H 1.757 3.960 -0.234 -0.3503 -0.2898 0.0956
C -0.689 -2.850 -1.333 -0.5318 -0.3367 0.0162
H 2.804 -1.383 -2.205 0.0666 0.1060 -0.0297
H 3.290 2.880 0.734 -0.2410 -0.0395 0.0209
C 0.901 3.296 -0.023 -0.0567 0.5661 0.3194
H -3.901 1.379 -0.042 0.0245 -0.0870 -0.0120
H 1.323 -3.173 -1.999 -0.4259 -0.1029 0.3660
H -3.376 -1.619 -1.014 -0.0657 0.3447 0.0831
H 3.128 1.853 -1.541 -0.0689 -0.3280 0.3559
C 2.780 1.920 0.607 0.0075 0.2807 0.7639
C -2.813 1.333 0.016 -0.0558 -0.0819 0.4349
N -1.650 -0.960 3.186 -0.4054 -0.2094 -0.1685
N -1.425 -1.602 1.951 -0.0369 0.1962 0.0295
N -0.909 0.353 4.906 -0.0636 -0.1281 -0.4383
H -2.450 -1.256 3.744 0.2464 -0.0107 -0.1138
H 0.780 -4.257 -0.679 0.0526 0.1375 0.0142
C 3.115 -1.161 -1.182 -0.0512 -0.0700 -0.1386
H -2.521 1.564 1.052 -0.0143 0.0408 -0.2464
H 4.194 -1.035 -1.147 0.0752 0.0936 -0.1239
H -2.590 2.082 -1.989 0.3659 0.2022 0.4916
H -1.082 -3.476 -2.143 0.0005 0.1930 0.0258
C -2.160 2.246 -0.976 -0.2887 0.1393 -0.7360
H 4.315 0.980 -0.544 -0.4779 0.0795 0.0277
C -2.922 -0.679 -1.355 -0.2671 0.0308 -0.4228
H -0.268 1.024 5.299 0.1962 -0.0157 -0.0829
O 1.284 -2.304 -0.121 -0.1287 0.0550 0.0070
H -1.327 -3.032 -0.445 0.1662 0.1859 -0.2731
O -0.772 1.898 -0.971 0.5127 -0.2571 0.0142
C -1.854 -0.974 -2.385 0.2533 -0.2880 0.2113